Here is a structure of composition C51H63AuClN2O2S3Sb2Si3 from the Open Molecules 2025 dataset. Energies are from wB97M-V/def2-TZVPD.

Element x y z (Å)
1 Au 1.584 -0.315 -0.611
2 O 0.893 4.334 2.884
3 S 0.911 3.012 3.442
4 O -0.174 2.604 4.281
5 N 1.099 1.920 2.185
6 C 2.242 1.336 2.276
7 S 2.919 0.174 1.204
8 C 3.091 1.700 3.453
9 C 4.334 1.224 3.833
10 C 4.910 1.749 4.984
11 C 4.259 2.724 5.735
12 C 3.009 3.201 5.354
13 C 2.458 2.667 4.210
14 H 4.845 0.466 3.255
15 H 5.880 1.394 5.304
16 H 4.730 3.114 6.627
17 H 2.493 3.956 5.932
18 Cl -0.457 -7.110 -1.056
19 C 0.540 -5.698 -0.922
20 C 0.651 -5.060 0.306
21 C 1.413 -3.911 0.396
22 C 2.071 -3.384 -0.721
23 C 2.829 -2.134 -0.589
24 C 1.967 -4.065 -1.935
25 C 1.206 -5.219 -2.040
26 H 0.141 -5.452 1.177
27 H 1.495 -3.401 1.348
28 H 3.500 -1.931 -1.422
29 H 3.371 -2.106 0.352
30 H 2.476 -3.680 -2.812
31 H 1.120 -5.743 -2.982
32 C 3.656 3.875 0.568
33 Si 2.839 3.683 -1.092
34 C 3.982 2.760 -2.253
35 C 2.433 5.379 -1.755
36 Sb 0.675 2.258 -1.021
37 Si 0.377 2.002 -3.554
38 C 0.784 3.570 -4.498
39 C -1.344 1.418 -4.004
40 C 2.316 0.581 -5.276
41 Si -1.364 3.645 -0.177
42 C -2.579 3.684 -1.597
43 C -0.767 5.376 0.148
44 C -2.112 2.813 1.300
45 H 4.496 4.564 0.439
46 H 4.059 2.933 0.942
47 H 2.981 4.304 1.309
48 H 4.937 3.289 -2.312
49 H 3.581 2.689 -3.266
50 H 4.186 1.750 -1.888
51 H 3.366 5.939 -1.870
52 H 1.804 5.930 -1.056
53 H 1.936 5.356 -2.724
54 H 0.291 4.422 -4.025
55 H 0.422 3.519 -5.526
56 H 1.855 3.780 -4.525
57 H -2.068 2.230 -3.942
58 H -1.688 0.608 -3.356
59 H -1.346 1.045 -5.033
60 H 3.002 1.431 -5.280
61 H 2.108 0.820 -7.384
62 H 2.940 -0.314 -5.359
63 H -2.116 4.014 -2.528
64 H -3.361 4.407 -1.347
65 H -3.056 2.717 -1.763
66 H -0.482 5.876 -0.779
67 H 0.064 5.402 0.853
68 H -1.595 5.939 0.590
69 H -2.102 1.727 1.206
70 H -3.155 3.130 1.394
71 H -1.604 3.070 2.228
72 S -0.704 -2.698 -3.722
73 C -0.140 -2.144 -2.242
74 N 0.650 -1.101 -2.329
75 C 0.847 -0.688 -3.639
76 C 1.609 0.563 -3.915
77 C 1.446 0.685 -6.526
78 C 0.545 -0.471 -6.828
79 C 0.035 -1.376 -5.995
80 C 0.182 -1.467 -4.545
81 H -0.376 -2.639 -1.314
82 H 2.390 0.638 -3.150
83 H 0.840 1.597 -6.498
84 H 0.272 -0.579 -7.872
85 H -0.598 -2.143 -6.428
86 C 1.195 -2.395 3.656
87 C 0.119 -3.454 3.586
88 C 0.285 -4.590 4.382
89 C -0.668 -5.591 4.424
90 C -1.833 -5.461 3.679
91 C -2.009 -4.343 2.882
92 C -1.035 -3.344 2.802
93 Sb -1.336 -1.619 1.559
94 C -2.709 -0.647 2.891
95 C -2.065 0.344 3.637
96 C -2.730 1.066 4.614
97 C -4.072 0.806 4.846
98 C -4.717 -0.175 4.112
99 C -4.058 -0.926 3.138
100 C -4.856 -1.995 2.438
101 C -2.577 -2.470 0.016
102 C -2.533 -3.827 -0.299
103 C -3.236 -4.341 -1.383
104 C -4.005 -3.492 -2.164
105 C -4.038 -2.135 -1.872
106 C -3.320 -1.606 -0.803
107 C -3.345 -0.121 -0.557
108 H 1.272 -2.008 4.674
109 H 1.006 -1.548 2.998
110 H 2.174 -2.807 3.396
111 H 1.182 -4.679 4.986
112 H -0.513 -6.461 5.049
113 H -2.600 -6.223 3.723
114 H -2.929 -4.249 2.318
115 H -1.022 0.576 3.447
116 H -2.201 1.829 5.170
117 H -4.616 1.363 5.598
118 H -5.765 -0.381 4.303
119 H -5.722 -1.562 1.931
120 H -5.235 -2.716 3.164
121 H -4.280 -2.537 1.695
122 H -1.944 -4.506 0.303
123 H -3.188 -5.400 -1.602
124 H -4.572 -3.880 -3.000
125 H -4.629 -1.468 -2.490
126 H -3.997 0.382 -1.271
127 H -2.339 0.309 -0.659
128 H -3.696 0.117 0.450

The value obtained for the frontier orbital gap is 6.742 eV. Its total energy is -146411.438 eV. The HOMO energy comes out at -0.3746 Eh. Its net charge is +1.

Atom charges from the Löwdin analysis, given in e for atoms 1 to 99: Au 0.655; O -0.281; S 0.645; O -0.275; N -0.075; C -0.756; S 0.684; C -0.242; C -0.024; C -0.045; C -0.044; C -0.013; C -0.219; H 0.102; H 0.114; H 0.115; H 0.129; Cl 0.703; C -0.655; C -0.094; C -0.039; C -0.334; C -0.201; C -0.070; C -0.105; H 0.107; H 0.087; H 0.068; H 0.010; H 0.124; H 0.113; C -0.200; Si 0.328; C -0.214; C -0.201; Sb 0.930; Si 0.412; C -0.204; C -0.181; C -0.177; Si 0.346; C -0.218; C -0.209; C -0.201; H 0.049; H 0.011; H 0.023; H 0.046; H 0.005; H 0.027; H 0.046; H 0.019; H 0.009; H 0.028; H 0.034; H 0.029; H 0.022; H 0.031; H 0.042; H 0.107; H 0.122; H 0.131; H 0.018; H 0.047; H 0.017; H 0.027; H 0.012; H 0.050; H -0.002; H 0.058; H 0.012; S 1.165; C -0.457; N -0.112; C -0.354; C -0.344; C -0.179; C -0.076; C -0.112; C -0.438; H 0.058; H 0.062; H 0.097; H 0.113; H 0.102; C -0.089; C -0.323; C -0.049; C -0.072; C -0.076; C -0.134; C -0.325; Sb 1.548; C -0.330; C -0.175; C -0.082; C -0.067; C -0.051; C -0.291